This record from OMol25 describes a 11-piece molecular cluster, C50H96F24N3O22 overall in a non-equilibrium geometry. The level of theory is wB97M-V/def2-TZVPD.

Output
HOMO energy	2.1776	eV
energy	-168126.0131	eV
energy above the lowest of the compared OMol25 structures with the same formula, charge and spin	0.0	kJ/mol
orbital gap	3.96	eV

ORCA input file:
```
! RIJCOSX wB97M-V def2-TZVPD def2/J DEFGRID3
* xyz -5 1
C -9.043 -17.566 10.401
O -10.023 -18.487 10.955
O -8.856 -17.883 9.146
C -9.505 -16.127 10.689
F -8.794 -15.194 10.003
F -10.825 -15.929 10.410
F -9.364 -15.741 12.005
C -9.700 -19.059 12.182
C -10.840 -19.980 12.602
H -11.154 -20.508 11.699
H -10.705 -20.652 13.446
H -11.699 -19.330 12.812
H -9.429 -18.292 12.914
H -8.835 -19.735 12.079
H -8.089 -17.649 10.973
C -8.086 -5.007 20.375
O -7.048 -5.546 21.254
O -8.039 -3.690 20.531
C -7.902 -5.581 18.964
F -8.797 -5.124 18.063
F -6.688 -5.329 18.431
F -8.102 -6.959 18.963
C -7.256 -6.862 21.778
C -6.130 -7.079 22.767
H -6.244 -6.627 23.758
H -6.114 -8.154 23.007
H -5.158 -6.769 22.389
H -7.104 -7.465 20.874
H -8.258 -7.081 22.165
H -9.145 -5.207 20.648
C -6.494 -9.156 13.046
O -6.932 -9.437 11.704
O -7.475 -8.821 13.852
C -5.389 -10.083 13.569
F -5.810 -11.329 13.895
F -4.342 -10.228 12.668
F -4.752 -9.578 14.656
C -7.377 -10.752 11.424
C -7.792 -10.801 9.973
H -6.908 -10.600 9.355
H -8.187 -11.790 9.731
H -8.524 -10.035 9.717
H -8.247 -11.069 12.012
H -6.556 -11.439 11.649
H -5.924 -8.220 12.834
C -13.474 -12.107 15.762
O -14.152 -12.940 14.768
O -12.247 -12.530 16.022
C -13.714 -10.702 15.248
F -15.065 -10.527 15.005
F -13.487 -9.749 16.185
F -13.091 -10.423 14.101
C -14.541 -14.253 15.023
C -16.016 -14.323 14.687
H -16.200 -14.023 13.652
H -16.455 -15.310 14.872
H -16.634 -13.586 15.208
H -14.311 -14.491 16.065
H -13.974 -14.893 14.342
H -14.142 -12.312 16.616
C -7.456 -12.595 19.419
O -7.909 -11.768 20.511
O -8.463 -13.033 18.694
C -6.324 -11.920 18.639
F -5.784 -12.857 17.801
F -6.670 -10.877 17.888
F -5.307 -11.517 19.443
C -8.355 -10.447 20.171
C -9.428 -10.071 21.157
H -10.309 -10.709 21.183
H -8.989 -10.116 22.160
H -9.721 -9.032 21.001
H -8.732 -10.320 19.158
H -7.426 -9.870 20.237
H -6.973 -13.400 20.009
C -14.822 -3.497 22.941
O -16.283 -3.485 22.678
O -14.602 -2.686 23.944
C -14.334 -4.967 23.037
F -14.445 -5.436 24.314
F -15.032 -5.834 22.257
F -13.013 -5.086 22.732
C -17.137 -4.059 23.615
C -18.490 -4.290 22.957
H -18.759 -3.572 22.180
H -18.599 -5.292 22.541
H -19.272 -4.165 23.723
H -17.244 -3.434 24.510
H -16.777 -5.041 23.948
H -14.425 -3.041 22.018
C -4.730 -18.930 14.033
O -4.956 -20.281 13.581
O -3.778 -18.338 13.352
C -6.116 -18.197 14.191
F -6.520 -17.688 12.989
F -7.094 -18.972 14.700
F -6.054 -17.072 14.994
C -5.788 -20.449 12.447
C -5.868 -21.962 12.239
H -6.780 -22.138 11.652
H -5.079 -22.238 11.538
H -5.882 -22.565 13.140
H -5.327 -20.050 11.535
H -6.736 -19.923 12.527
H -4.376 -19.094 15.069
C -16.848 -10.510 21.402
O -16.864 -9.465 22.374
O -18.097 -10.858 21.197
C -15.984 -10.281 20.124
F -16.210 -9.100 19.509
F -14.617 -10.410 20.281
F -16.273 -11.252 19.208
C -15.830 -9.398 23.345
C -16.249 -8.247 24.276
H -16.594 -7.350 23.771
H -17.024 -8.621 24.951
H -15.339 -7.954 24.811
H -14.912 -9.051 22.853
H -15.765 -10.313 23.944
H -16.308 -11.417 21.785
C -5.661 -15.229 10.693
O -4.658 -14.775 11.584
C -3.474 -15.408 11.279
C -2.311 -15.076 12.220
N -2.640 -15.609 13.578
H -3.032 -16.570 13.489
H -1.920 -15.880 14.256
C -3.769 -14.916 14.364
C -3.487 -15.256 15.803
O -2.114 -14.889 16.040
C -1.790 -14.568 17.399
H -5.626 -14.789 9.697
H -6.634 -15.033 11.142
H -5.737 -16.319 10.605
H -3.141 -15.141 10.264
H -3.472 -16.507 11.275
H -1.937 -14.060 12.344
H -1.415 -15.648 11.962
H -4.714 -15.232 13.955
H -3.518 -13.887 14.108
H -3.466 -16.341 15.930
H -4.227 -14.699 16.369
H -1.828 -15.506 17.956
H -2.432 -13.813 17.840
H -0.829 -14.066 17.289
C -7.582 -14.696 14.527
O -8.437 -13.620 14.109
C -9.331 -13.182 15.153
C -8.747 -11.933 15.790
N -9.747 -11.144 16.569
H -10.685 -11.341 16.159
H -9.724 -11.512 17.534
C -9.433 -9.705 16.631
C -10.498 -8.876 17.309
O -10.999 -9.751 18.395
C -11.953 -9.096 19.218
H -8.252 -15.525 14.759
H -6.891 -14.380 15.314
H -6.989 -15.008 13.666
H -9.599 -13.969 15.853
H -10.176 -12.839 14.555
H -8.297 -11.274 15.034
H -7.846 -12.014 16.388
H -9.245 -9.356 15.606
H -8.434 -9.534 17.030
H -11.439 -8.840 16.749
H -10.227 -7.903 17.710
H -12.281 -9.704 20.056
H -12.801 -8.784 18.600
H -11.558 -8.190 19.696
C -9.218 -17.387 17.126
O -9.889 -16.191 16.731
C -11.274 -16.269 16.848
C -11.767 -15.704 18.194
N -11.177 -14.363 18.384
H -10.136 -14.410 18.419
H -11.380 -13.833 17.492
C -11.633 -13.603 19.602
C -13.101 -13.298 19.652
O -13.864 -14.469 19.921
C -15.248 -14.185 19.746
H -9.501 -18.214 16.462
H -9.600 -17.673 18.116
H -8.159 -17.170 17.060
H -11.631 -17.308 16.894
H -11.872 -15.778 16.080
H -11.485 -16.412 18.972
H -12.839 -15.602 18.087
H -11.080 -12.666 19.530
H -11.312 -14.174 20.471
H -13.415 -12.865 18.694
H -13.324 -12.477 20.346
H -15.569 -13.357 20.375
H -15.762 -15.118 19.978
H -15.477 -13.994 18.693
*
```

---

This record from OMol25 describes C51H113N5O8 as an isolated structure in a non-equilibrium geometry. The level of theory is wB97M-V/def2-TZVPD.

Output
HOMO energy	-7.7664	eV
energy	-78508.5536	eV
energy above the lowest of the compared OMol25 structures with the same formula, charge and spin	3358.0	kJ/mol
orbital gap	8.24	eV

ORCA input file:
```
! RIJCOSX wB97M-V def2-TZVPD def2/J DEFGRID3
* xyz 0 1
C 6.017 -1.573 -0.849
C 7.556 -1.796 -1.115
O 8.018 -3.017 -0.529
H 5.774 -1.398 0.199
H 5.521 -2.485 -1.181
H 5.630 -0.640 -1.260
H 7.965 -0.874 -0.703
H 7.793 -1.788 -2.179
H 8.680 -3.443 -1.078
C 4.043 2.657 -3.470
C 3.043 2.926 -4.630
O 1.788 3.158 -4.205
H 4.965 2.181 -3.801
H 3.591 1.993 -2.732
H 4.301 3.556 -2.909
H 3.259 2.095 -5.302
H 3.411 3.802 -5.163
H 1.591 2.289 -3.850
C 0.332 -4.542 -1.020
C 0.089 -5.239 0.326
O 0.645 -6.564 0.215
H 1.291 -4.904 -1.392
H 0.346 -3.452 -0.997
H -0.510 -4.930 -1.593
H -0.980 -5.451 0.361
H 0.330 -4.630 1.197
H 0.362 -7.139 0.929
C 0.771 1.256 -2.495
C 1.651 0.131 -2.154
C 3.030 0.816 -1.917
C 4.095 -0.055 -1.178
C 3.522 -0.772 0.096
C 2.109 -1.388 -0.141
N 1.160 -0.578 -0.901
O -0.071 -1.285 -1.046
C 2.471 -2.730 -0.821
C 1.530 -1.757 1.299
C 1.884 -0.848 -3.385
H 0.577 1.983 -1.706
H -0.182 0.856 -2.841
H 1.068 1.760 -3.415
H 3.566 1.005 -2.847
H 2.822 1.695 -1.307
H 5.063 0.425 -1.033
H 4.341 -0.868 -1.860
H 3.375 -0.039 0.889
H 4.285 -1.438 0.500
H 1.662 -3.191 -1.388
H 3.338 -2.801 -1.478
H 2.659 -3.440 -0.015
H 1.241 -0.801 1.736
H 0.829 -2.587 1.216
H 2.259 -2.248 1.943
H 1.899 -0.313 -4.335
H 0.908 -1.331 -3.413
H 2.619 -1.640 -3.242
H -0.562 -0.973 -0.283
C -2.698 3.381 -7.132
C -3.416 3.072 -5.723
C -4.803 2.461 -5.964
C -4.804 0.947 -6.157
C -4.188 0.248 -4.968
C -2.743 0.709 -4.739
N -2.626 2.189 -4.733
O -1.353 2.674 -4.382
C -2.395 0.318 -3.212
C -1.672 0.059 -5.723
C -3.555 4.389 -4.918
H -1.968 4.161 -6.913
H -3.359 3.769 -7.908
H -2.141 2.493 -7.432
H -5.626 2.812 -5.341
H -5.078 2.839 -6.949
H -4.348 0.702 -7.116
H -5.850 0.695 -6.337
H -4.337 -0.830 -5.041
H -4.753 0.536 -4.081
H -2.497 -0.767 -3.186
H -1.306 0.313 -3.162
H -2.979 0.790 -2.422
H -2.074 0.228 -6.723
H -0.729 0.581 -5.562
H -1.391 -0.969 -5.493
H -2.733 4.906 -4.424
H -4.333 4.244 -4.168
H -4.050 5.143 -5.530
H -1.475 3.085 -3.523
C 0.340 5.249 0.805
C 1.076 3.894 1.151
C 2.425 4.270 1.776
C 2.910 3.076 2.665
C 1.962 2.700 3.654
C 0.581 2.238 3.112
N 0.222 3.278 2.181
O -1.038 2.975 1.691
C 0.729 0.839 2.512
C -0.372 2.152 4.353
C 1.381 3.042 -0.098
H -0.602 5.039 0.297
H 0.867 5.924 0.131
H 0.061 5.973 1.571
H 3.260 4.548 1.132
H 2.280 5.022 2.551
H 3.832 3.386 3.156
H 3.193 2.302 1.951
H 1.861 3.606 4.252
H 2.403 1.971 4.333
H 1.177 0.171 3.248
H -0.205 0.492 2.069
H 1.431 0.840 1.678
H -1.430 2.196 4.093
H -0.378 1.148 4.777
H -0.200 2.921 5.105
H 1.752 3.628 -0.939
H 0.580 2.344 -0.342
H 2.177 2.316 0.065
H -0.793 2.589 0.847
C 1.879 -2.343 6.388
C 0.557 -3.056 6.182
C -0.600 -2.116 6.652
C -1.020 -1.038 5.700
C -1.102 -1.553 4.207
C 0.150 -2.335 3.723
N 0.407 -3.351 4.740
O 1.224 -4.440 4.425
C -0.234 -2.980 2.351
C 1.308 -1.313 3.393
C 0.468 -4.347 7.088
H 2.127 -2.271 7.447
H 2.727 -2.994 6.177
H 1.968 -1.306 6.061
H -1.484 -2.694 6.922
H -0.269 -1.516 7.500
H -1.760 -0.316 6.045
H -0.212 -0.307 5.646
H -1.354 -0.694 3.584
H -1.989 -2.180 4.116
H 0.540 -3.666 2.007
H -0.259 -2.179 1.613
H -1.159 -3.553 2.416
H 2.212 -1.903 3.244
H 1.337 -0.614 4.230
H 1.201 -0.656 2.530
H -0.333 -5.051 6.862
H 1.360 -4.970 7.155
H 0.164 -4.127 8.111
H 2.068 -4.079 4.707
C -2.165 0.233 2.586
C -2.225 -0.221 1.157
C -2.347 -1.771 1.010
C -3.692 -2.419 1.321
C -4.770 -1.757 0.355
C -4.732 -0.197 0.424
N -3.324 0.348 0.307
O -3.272 1.770 0.305
C -5.554 0.298 -0.827
C -5.439 0.313 1.675
C -0.883 0.230 0.480
H -1.263 -0.176 3.042
H -2.304 1.314 2.595
H -2.903 -0.156 3.288
H -2.078 -2.041 -0.012
H -1.695 -2.213 1.763
H -3.443 -3.470 1.175
H -3.877 -2.263 2.384
H -5.728 -2.176 0.662
H -4.576 -2.151 -0.643
H -6.515 -0.213 -0.879
H -4.911 0.155 -1.696
H -5.657 1.358 -0.595
H -5.177 1.334 1.951
H -5.134 -0.247 2.559
H -6.507 0.192 1.492
H -0.898 1.307 0.316
H -0.049 -0.081 1.109
H -0.823 -0.239 -0.502
H -2.953 1.944 -0.584
*
```